Record 1
95
Properties=species:S:1:pos:R:3:forces:R:3 method="wB97M-V/def2-TZVPD" e_tot_ev=-107604.7788 orbital_gap_ev="5.17 / 5.17" total_charge=-1 e_homo_ev="-3.43 / -3.42" relative_energy_ev=4.584
Sc 0.545 -0.286 -0.429 -0.4 -0.3 -0.4
C -1.685 -1.221 1.404 0.2 0.1 0.0
N -2.922 -1.426 0.731 -0.1 0.0 0.0
C -3.218 -0.501 -0.369 0.0 0.0 0.1
C -2.692 -0.869 -1.757 0.1 0.1 -0.1
N -1.411 -0.231 -2.205 -0.1 0.0 0.1
C -1.670 1.194 -2.510 0.0 0.0 0.0
C -1.032 -0.914 -3.455 -0.1 0.0 0.1
C -1.936 -0.920 -4.520 0.0 0.0 0.0
C -1.658 -1.572 -5.706 0.0 0.0 0.0
C -0.448 -2.245 -5.834 0.0 0.0 0.0
C 0.455 -2.232 -4.793 0.0 0.0 0.0
C 0.195 -1.560 -3.587 0.1 0.0 0.0
S 1.476 -1.532 -2.402 -0.1 0.3 0.0
C -3.213 -2.809 0.456 0.1 0.1 0.0
C -4.509 -3.236 0.735 0.0 0.0 0.0
C -4.897 -4.544 0.516 0.1 0.0 0.0
C -3.944 -5.438 0.031 -0.1 0.0 0.0
C -2.659 -5.018 -0.242 0.1 0.0 -0.1
C -2.239 -3.682 -0.070 0.0 -0.1 0.0
S -0.616 -3.236 -0.590 0.0 0.1 0.0
H -2.644 0.397 2.235 0.0 0.0 0.0
H -0.856 -1.255 0.696 0.0 -0.1 0.2
H -1.461 -2.065 2.061 -0.1 0.0 0.0
H -2.902 0.502 -0.075 0.0 0.0 0.0
H -4.307 -0.451 -0.445 0.0 0.0 0.0
H -3.465 -0.592 -2.481 0.0 0.0 0.0
H -2.544 -1.944 -1.822 0.0 0.0 0.0
H -1.985 1.721 -1.615 0.0 0.0 0.0
H -2.454 1.298 -3.266 0.0 0.0 0.0
H -0.758 1.655 -2.890 0.0 0.0 0.0
H -2.885 -0.409 -4.425 0.0 0.0 0.0
H -2.377 -1.563 -6.515 0.0 0.0 0.0
H -0.206 -2.775 -6.747 0.0 0.0 0.0
H 1.405 -2.742 -4.890 0.0 0.0 0.0
H -5.202 -2.509 1.145 0.0 0.0 0.0
H -5.906 -4.868 0.736 0.0 0.0 0.0
H -4.209 -6.476 -0.139 0.0 0.0 0.0
H -1.930 -5.718 -0.633 0.0 0.0 0.0
C 5.829 0.920 -3.655 0.0 -0.1 0.1
C 6.301 -0.242 -3.021 0.0 0.1 -0.1
C 5.634 -0.809 -1.954 -0.1 0.0 0.1
C 4.461 -0.194 -1.518 0.2 -0.1 0.0
C 3.512 -0.508 -0.468 -0.1 0.1 0.0
N 3.537 -1.513 0.346 0.0 0.0 0.1
C 2.616 -1.702 1.304 -0.2 0.0 0.0
C 2.833 -2.499 2.456 0.1 -0.1 0.0
C 3.823 -3.439 2.802 -0.1 0.0 0.0
C 3.800 -3.969 4.066 0.0 0.0 0.1
C 2.830 -3.571 5.023 0.1 0.0 0.0
C 1.870 -2.645 4.705 0.0 0.0 -0.1
C 1.867 -2.113 3.405 0.0 0.0 0.1
C 1.051 -1.136 2.769 -0.1 0.1 0.2
N 0.229 -0.276 3.478 0.2 -0.1 -0.1
C -0.836 0.322 3.124 -0.1 0.2 0.0
N -1.709 0.035 2.113 -0.1 -0.1 0.0
C -1.497 2.700 1.615 -0.1 0.1 0.6
N -2.229 2.638 0.601 0.1 -0.1 -0.1
C -0.739 2.935 0.407 0.0 0.0 -0.5
N 0.180 2.009 -0.243 0.1 0.0 0.1
C 0.996 2.756 -1.012 0.0 0.1 -0.1
N 2.057 2.441 -1.743 0.0 -0.1 0.1
C 2.761 1.333 -1.472 0.1 0.3 -0.1
N 2.504 0.476 -0.494 0.1 -0.2 0.0
C 3.993 0.957 -2.152 0.0 0.2 -0.1
C 4.669 1.532 -3.222 0.0 0.0 0.0
C 0.597 4.180 -0.988 0.1 -0.1 0.0
C 1.103 5.279 -1.661 0.0 0.0 0.0
C 0.505 6.507 -1.418 0.0 0.0 0.0
C -0.562 6.622 -0.522 0.0 0.0 0.0
C -1.048 5.513 0.158 0.0 0.1 0.0
C -0.441 4.294 -0.093 -0.1 0.0 0.1
C -1.572 2.699 3.094 0.1 0.0 -0.4
C -1.918 3.883 3.741 0.0 0.0 0.1
C -1.906 3.944 5.125 0.0 0.0 0.0
C -1.528 2.831 5.866 0.0 0.0 0.0
C -1.173 1.656 5.226 0.0 0.0 0.0
C -1.209 1.577 3.840 0.1 -0.2 0.0
N 1.442 -0.945 1.502 0.2 0.1 -0.1
H 6.381 1.332 -4.490 0.0 0.0 0.0
H 7.210 -0.705 -3.387 0.0 0.0 0.0
H 5.993 -1.711 -1.475 0.0 0.0 0.0
H 4.572 -3.736 2.080 0.0 0.0 0.0
H 4.541 -4.708 4.349 0.0 0.0 0.0
H 2.856 -4.007 6.015 0.0 0.0 0.0
H 1.131 -2.331 5.432 0.0 0.0 0.0
H 4.283 2.423 -3.700 0.0 0.0 0.0
H 1.931 5.166 -2.348 0.0 0.0 0.0
H 0.865 7.392 -1.927 0.0 0.0 0.0
H -1.018 7.591 -0.360 0.0 0.0 0.0
H -1.884 5.603 0.842 0.0 0.0 0.0
H -2.183 4.753 3.155 0.0 0.0 0.0
H -2.182 4.864 5.623 0.0 0.0 0.0
H -1.509 2.882 6.947 0.0 0.0 0.0
H -0.858 0.781 5.780 0.0 0.0 0.0



Record 2
108
Properties=species:S:1:pos:R:3:forces:R:3 method="wB97M-V/def2-TZVPD" e_tot_ev=-235895.4543 orbital_gap_ev="6.98 / 6.25" spin_multiplicity=3 total_charge=+1 e_homo_ev="-10.80 / -10.80" relative_energy_ev=0.884
Mo -22.339 -1.462 8.490 1.4 0.9 -0.6
F -22.631 2.532 10.506 -0.2 -0.1 -0.4
C -23.963 2.494 10.390 1.0 -0.3 0.9
F -24.373 3.296 9.458 -0.3 0.8 -0.4
F -24.447 2.798 11.582 -0.6 -0.2 -0.5
S -24.367 0.760 9.895 -0.9 -1.6 0.4
O -24.169 -0.088 11.049 -0.1 0.7 -0.9
O -23.480 0.474 8.751 -0.1 0.2 0.3
N -25.875 0.892 9.379 0.0 -0.6 -0.4
S -26.940 -0.189 8.948 -1.2 0.7 -0.9
O -28.091 0.301 8.214 2.0 -0.3 1.4
O -26.416 -1.430 8.179 0.0 1.1 1.0
C -27.514 -0.888 10.604 0.2 -0.6 -0.1
F -26.572 -1.774 10.918 0.0 -0.3 0.1
F -28.679 -1.491 10.454 0.2 0.1 -0.1
F -27.584 0.007 11.567 0.0 0.2 -0.5
Cl -22.377 -2.766 10.835 0.0 -0.3 -0.3
C -21.567 -3.872 9.718 0.4 0.3 0.4
C -21.579 -3.435 8.418 0.0 0.6 -0.1
C -21.119 -4.323 7.472 -0.8 -0.1 -0.9
Cl -21.439 -3.992 5.764 0.2 -0.2 0.7
C -20.678 -5.585 7.839 0.3 -0.3 -0.7
Cl -20.319 -6.742 6.636 0.2 -0.3 -0.1
C -20.547 -5.923 9.175 0.5 -0.8 0.3
Cl -19.953 -7.450 9.726 0.0 0.2 -0.7
C -20.945 -5.032 10.140 -0.6 0.3 0.9
Cl -20.761 -5.432 11.795 -0.3 0.4 0.2
O -24.201 -2.413 8.236 -0.3 0.6 -0.7
N -23.717 -1.878 7.061 0.2 -1.0 -0.2
C -24.161 -2.062 5.868 -0.4 0.7 0.9
C -23.430 -1.575 4.711 -0.2 0.4 -0.5
C -24.057 -1.735 3.465 -1.1 -0.3 0.2
C -23.430 -1.329 2.322 1.0 -0.1 -1.0
C -22.120 -0.837 2.317 -0.4 0.8 0.0
C -21.538 -0.580 3.536 1.4 0.1 1.6
C -22.189 -0.924 4.737 0.5 -0.8 -0.2
P -21.199 -0.623 6.237 0.5 -0.7 0.6
C -19.505 -1.381 6.126 -1.4 0.8 -0.8
C -18.968 -2.106 5.080 -0.4 -0.5 -0.8
C -17.732 -2.714 5.152 0.1 0.2 0.8
C -17.010 -2.570 6.334 -1.2 0.8 0.4
C -17.532 -1.734 7.356 1.5 -0.5 0.1
C -18.760 -1.087 7.231 1.2 -1.0 0.7
C -20.930 1.136 6.062 -0.5 0.1 0.7
C -22.022 1.972 6.265 -0.4 0.5 -0.6
C -21.893 3.336 6.054 0.1 -0.2 0.1
C -20.649 3.895 5.799 0.5 -0.8 -0.2
C -19.542 3.050 5.613 -0.1 0.1 0.0
C -19.704 1.672 5.738 0.6 0.5 -0.3
H -25.427 -1.826 8.359 -0.2 0.1 0.1
H -25.173 -2.452 5.683 0.6 -0.3 0.4
H -25.081 -2.164 3.332 1.0 0.3 0.6
H -23.908 -1.479 1.373 -0.3 0.0 -0.3
H -21.620 -0.514 1.402 -0.2 -0.4 0.2
H -20.485 -0.188 3.704 -1.5 -0.2 -0.9
H -19.524 -2.297 4.180 -0.4 0.1 -0.2
H -17.383 -3.322 4.328 0.1 0.0 0.0
H -16.099 -3.117 6.454 0.5 0.0 0.2
H -16.899 -1.614 8.258 -0.7 0.1 -0.6
H -19.169 -0.479 8.011 0.2 0.2 0.1
H -23.027 1.624 6.488 0.2 -0.4 0.0
H -22.791 3.936 6.053 0.1 0.2 0.3
H -20.579 4.959 5.741 0.3 0.5 -0.2
H -18.534 3.386 5.330 -0.7 0.2 0.3
H -18.833 1.050 5.559 -0.2 -0.1 0.1
O -19.891 1.388 8.972 -0.3 -0.1 -0.4
C -20.276 0.593 9.789 0.7 0.2 0.7
O -20.798 -0.608 9.442 -1.0 0.0 -0.1
C -20.057 0.884 11.289 -1.0 0.2 -0.1
C -20.662 -0.110 12.227 -0.3 -1.0 -0.2
Ge -21.055 0.323 14.074 0.3 1.0 0.6
C -19.752 -0.505 15.265 0.7 -1.2 -0.4
C -20.073 -0.840 16.591 1.3 0.2 0.6
C -19.108 -1.417 17.441 0.2 -0.2 0.4
C -17.870 -1.776 16.919 0.7 -0.1 0.4
C -17.547 -1.527 15.611 -1.1 1.0 -1.3
C -18.490 -0.916 14.746 -0.3 -0.1 2.2
C -21.026 2.276 14.271 0.5 -0.7 -0.8
C -19.793 2.900 14.383 0.8 -0.5 0.5
C -19.653 4.278 14.455 2.3 -1.0 0.2
C -20.757 5.042 14.311 0.0 1.4 0.2
C -21.951 4.448 13.987 -1.3 0.8 0.5
C -22.115 3.065 13.979 -0.1 0.9 0.2
C -22.845 -0.351 14.281 -1.2 0.8 0.6
C -23.926 0.392 14.845 1.1 -0.1 0.0
C -25.210 -0.130 14.795 0.8 -0.2 0.0
C -25.425 -1.367 14.194 -0.9 0.0 -0.2
C -24.383 -2.140 13.700 -0.2 0.7 0.2
C -23.106 -1.598 13.732 0.4 -0.5 0.3
H -20.510 1.852 11.495 0.0 0.3 -0.4
H -19.011 1.023 11.526 0.4 0.0 -0.4
H -19.985 -0.957 12.270 -0.2 -0.6 -0.1
H -21.652 -0.448 11.872 0.6 0.1 0.0
H -21.000 -0.531 17.034 -0.4 0.1 0.0
H -19.193 -1.559 18.546 -0.6 0.2 -1.2
H -17.049 -2.197 17.516 -0.7 0.2 0.2
H -16.539 -1.676 15.273 0.3 -0.4 -0.3
H -18.192 -0.712 13.747 0.1 0.2 -0.8
H -18.913 2.266 14.475 0.0 0.2 0.1
H -18.640 4.707 14.637 -1.0 -0.3 -0.1
H -20.653 6.111 14.517 -0.4 -0.2 -0.4
H -22.765 5.170 13.930 -0.3 -0.6 -0.3
H -23.075 2.612 13.837 -0.4 0.1 -0.2
H -23.736 1.369 15.348 -0.2 -1.0 -0.4
H -26.003 0.387 15.295 -0.5 0.2 -0.1
H -26.472 -1.673 14.077 0.5 -0.3 0.2
H -24.569 -3.128 13.311 0.0 -0.1 -0.2
H -22.257 -2.196 13.388 -0.3 0.1 0.1